(1)
Computed, not measured: a structure of composition C9H9Cl2N11PtS, with ωB97M-V/def2-TZVPD.

Results
energy above the lowest of the compared OMol25 structures with the same formula, charge and spin = 31.7 kcal per mole
gap between HOMO and LUMO = 7.67 eV
highest occupied orbital energy = -8.530 eV

```
33
C9H9Cl2N11PtS, DFT ωB97M-V/def2-TZVPD
Pt 1.97 1.60 -0.13
Cl 0.84 3.55 -1.03
C 1.13 2.93 -2.68
Cl 2.30 1.57 -2.54
H 1.57 3.71 -3.28
H 0.20 2.55 -3.08
N 2.65 -0.09 2.74
C 3.08 -0.62 1.55
N 3.67 -1.79 1.40
N 3.90 -1.89 0.07
N 3.47 -0.85 -0.55
N 2.95 -0.01 0.38
C 1.86 1.03 2.81
N 1.25 1.48 3.89
N 0.59 2.58 3.48
N 0.78 2.80 2.23
N 1.60 1.82 1.78
H 2.75 -0.65 3.57
N -3.98 -3.24 -1.35
C -4.00 -2.11 -0.62
S -5.35 -1.64 0.18
C -2.73 -1.30 -0.62
C -1.58 -1.71 -1.29
C -0.45 -0.91 -1.25
N -0.40 0.24 -0.59
C -1.49 0.63 0.07
C -2.67 -0.11 0.08
H -4.77 -3.86 -1.25
H -3.11 -3.66 -1.63
H -1.53 -2.63 -1.85
H 0.46 -1.22 -1.75
H -1.42 1.56 0.63
H -3.53 0.24 0.63
```

Atom charges from the Mulliken analysis, given in e for atoms 1 to 2: atom 1 (Pt): 0.8130, atom 2 (Cl): -0.0963

***

(2)
Computed, not measured: a cluster of 9 separate species, C32H74NO9S8 in total, with ωB97M-V/def2-TZVPD.

Results
gap between HOMO and LUMO = 6.19 eV
charge = +1
highest occupied orbital energy = -9.892 eV

```
124
C32H74NO9S8, DFT ωB97M-V/def2-TZVPD
C 6.34 -0.35 4.47
C 4.91 -0.20 4.29
C 4.08 -1.46 3.72
C 3.02 -0.98 2.59
C 2.78 0.52 2.30
C 1.77 0.90 1.19
N 1.10 -0.14 0.45
C 0.14 0.23 -0.67
C 0.97 -0.05 -2.04
C 2.43 0.62 -2.06
C 1.26 -1.55 0.69
C 2.24 -2.06 1.78
C 2.38 -3.64 2.02
C 2.25 -4.53 0.69
C 3.52 -4.47 -0.28
C 4.93 -4.46 0.53
O 4.96 -5.51 1.52
C 5.97 -5.13 2.50
H 6.93 -0.69 3.56
H 6.81 -0.16 5.49
H 4.43 0.80 4.55
H 3.56 -2.00 4.58
H 4.83 -2.17 3.20
H 3.30 1.38 2.83
H 1.50 1.98 0.90
H -0.75 -0.50 -0.61
H -0.20 1.31 -0.63
H 1.09 -1.19 -2.10
H 0.38 0.32 -2.95
H 2.62 1.03 -3.12
H 3.24 -0.17 -1.89
H 2.57 1.50 -1.35
H 0.67 -2.30 0.05
H 3.32 -3.86 2.64
H 1.48 -3.93 2.69
H 2.16 -5.62 1.05
H 1.31 -4.32 0.08
H 3.57 -5.38 -0.97
H 3.43 -3.52 -0.92
H 4.94 -3.44 1.08
H 5.83 -4.46 -0.18
H 6.75 -4.46 1.99
H 5.48 -4.59 3.39
H 6.54 -6.04 2.91
C -4.48 2.71 -2.45
S -3.48 2.89 -0.95
O -2.04 2.85 -1.37
C -3.90 1.28 -0.25
H -4.34 3.60 -3.06
H -4.16 1.82 -3.00
H -5.53 2.62 -2.17
H -3.61 0.49 -0.95
H -4.97 1.24 -0.05
H -3.35 1.16 0.68
C 3.09 3.83 -4.41
S 2.80 3.41 -6.14
O 2.67 1.92 -6.22
C 4.45 3.85 -6.72
H 2.19 3.60 -3.84
H 3.93 3.24 -4.02
H 3.31 4.90 -4.32
H 5.20 3.26 -6.18
H 4.62 4.91 -6.55
H 4.51 3.63 -7.78
C -2.15 5.81 -4.76
S -2.61 6.86 -3.37
O -4.03 6.54 -3.02
C -2.61 8.40 -4.30
H -2.12 4.77 -4.42
H -2.88 5.90 -5.56
H -1.16 6.09 -5.12
H -3.32 8.34 -5.13
H -1.61 8.61 -4.67
H -2.92 9.21 -3.63
C -0.75 1.83 -7.15
S -0.75 3.42 -8.00
O -2.11 4.02 -7.83
C -0.66 2.74 -9.67
H -0.84 2.01 -6.07
H -1.59 1.23 -7.48
H 0.19 1.31 -7.35
H -1.51 2.07 -9.85
H 0.28 2.19 -9.78
H -0.69 3.56 -10.38
C -1.06 -1.76 3.24
S -2.44 -2.91 3.40
O -3.58 -2.34 2.62
C -2.75 -2.59 5.14
H -0.72 -1.76 2.20
H -1.38 -0.75 3.51
H -0.24 -2.08 3.89
H -2.97 -1.53 5.30
H -1.88 -2.88 5.73
H -3.61 -3.18 5.46
C -2.21 -8.34 3.70
S -2.79 -6.69 3.25
O -1.89 -5.70 3.93
C -4.32 -6.77 4.21
H -1.24 -8.50 3.24
H -2.12 -8.43 4.78
H -2.91 -9.09 3.32
H -4.10 -6.96 5.26
H -4.95 -7.57 3.81
H -4.84 -5.82 4.11
C -4.02 12.27 -0.36
S -3.87 11.01 -1.65
O -3.14 11.63 -2.80
C -5.62 10.97 -2.08
H -3.02 12.48 0.03
H -4.45 13.18 -0.78
H -4.65 11.89 0.44
H -5.95 11.97 -2.39
H -6.20 10.64 -1.21
H -5.76 10.27 -2.90
C 0.49 -8.58 7.28
S -0.90 -9.73 7.44
O -2.04 -9.17 6.66
C -1.22 -9.41 9.18
H 0.83 -8.59 6.25
H 0.17 -7.58 7.55
H 1.30 -8.90 7.93
H -1.43 -8.35 9.33
H -0.35 -9.70 9.77
H -2.08 -10.00 9.49
```

Atom charges from the Mulliken analysis, given in e for atoms 1 to 2: atom 1 (C): -0.7064, atom 2 (C): -0.4048

***

(3)
Computed, not measured: a structure of composition C28H52OP2Ru, with ωB97M-V/def2-TZVPD.

Results
energy above the lowest of the compared OMol25 structures with the same formula, charge and spin = 16.8 kcal per mole
gap between HOMO and LUMO (alpha / beta) = 6.33 / 5.19 eV
spin multiplicity = 6
charge = +1
highest occupied orbital energy (alpha / beta) = -8.102 / -9.909 eV

```
84
C28H52OP2Ru, DFT ωB97M-V/def2-TZVPD
Ru 0.07 -0.19 -1.38
C -0.93 -1.67 0.34
C 0.46 -1.78 -0.11
C 0.33 -0.41 1.79
C -0.94 -0.93 1.56
C 1.20 -0.85 0.74
C -2.06 -2.55 -0.09
H -1.82 -3.05 -1.03
H -2.96 -1.93 -0.22
H -2.31 -3.33 0.66
C -2.05 -0.91 2.56
H -2.94 -1.44 2.20
H -2.37 0.10 2.80
H -1.77 -1.37 3.52
C 0.75 0.30 3.03
H 0.65 -0.32 3.94
H 0.14 1.20 3.21
H 1.78 0.64 2.98
C 2.69 -0.80 0.84
H 3.11 -1.55 1.55
H 3.01 0.19 1.21
H 3.14 -0.99 -0.14
C 1.07 -2.94 -0.81
H 1.48 -3.66 -0.09
H 1.90 -2.59 -1.44
H 0.33 -3.46 -1.42
C -1.92 1.01 -5.81
C -1.93 -0.34 -5.83
C -1.15 -1.15 -6.82
C 0.30 -0.66 -6.97
C 0.93 -0.10 -5.71
C 1.07 1.22 -5.53
C 0.33 2.27 -6.32
C -1.13 1.87 -6.75
H -1.63 -1.11 -7.81
H 0.36 0.05 -7.81
H -1.16 -2.21 -6.53
H -1.10 1.44 -7.75
H -2.67 1.54 -5.22
H -2.69 -0.89 -5.27
H -1.67 2.82 -6.84
H 0.28 3.22 -5.75
H 1.90 1.62 -4.96
H 0.87 2.52 -7.24
H 0.90 -1.52 -7.29
H 1.50 -0.83 -5.13
P -1.56 0.16 -2.82
P 1.60 1.44 -1.85
C -0.80 1.74 -3.37
C 0.41 2.49 -2.78
H -1.63 2.44 -3.51
H -0.44 1.39 -4.34
H 0.96 3.00 -3.60
H 0.05 3.27 -2.10
C 2.42 2.50 -0.65
H 3.05 1.89 0.01
H 1.67 2.99 -0.02
H 3.05 3.27 -1.11
C 2.87 0.60 -2.84
H 3.37 1.24 -3.58
H 2.40 -0.25 -3.36
H 3.62 0.18 -2.16
C -3.28 0.24 -2.47
H -3.60 -0.64 -1.89
H -3.82 0.28 -3.43
H -3.49 1.13 -1.87
C -0.85 -1.46 -3.38
H 0.11 -1.71 -2.85
H -0.61 -1.43 -4.46
H -1.60 -2.25 -3.16
C -2.35 2.42 1.73
C -1.65 2.92 0.47
C -2.69 3.70 -0.34
C -0.59 3.91 0.93
O -1.10 1.88 -0.27
H -2.83 3.25 2.26
H -1.63 1.97 2.42
H -3.12 1.68 1.48
H -3.10 4.53 0.27
H -2.24 4.13 -1.23
H -3.52 3.06 -0.63
H 0.17 3.42 1.54
H -0.10 4.38 0.06
H -1.04 4.71 1.53
```

Atom charges from the Mulliken analysis, given in e for atoms 1 to 2: atom 1 (Ru): -0.8606, atom 2 (C): 1.2184

***

(4)
Computed, not measured: an isolated molecule of C5H11NO, with ωB97M-V/def2-TZVPD.

Results
energy above the lowest of the compared OMol25 structures with the same formula, charge and spin = 10.2 kcal per mole
gap between HOMO and LUMO = 10.35 eV
SMILES string = CNC(=O)C(C)C
highest occupied orbital energy = -9.461 eV

```
18
C5H11NO, DFT ωB97M-V/def2-TZVPD
C 0.79 0.37 -2.19
N -0.33 -0.33 -1.58
C -0.64 -0.28 -0.25
C 0.50 -0.04 0.74
C 0.76 1.44 1.06
C 0.28 -0.86 2.00
O -1.77 -0.54 0.13
H 0.69 0.41 -3.27
H 1.70 -0.22 -1.98
H 0.96 1.33 -1.72
H -1.18 -0.40 -2.13
H 1.33 -0.48 0.21
H -0.13 1.79 1.55
H 1.51 1.50 1.85
H 0.99 2.05 0.20
H 1.10 -0.72 2.71
H 0.27 -1.92 1.75
H -0.66 -0.63 2.50
```

Atom charges from the Mulliken analysis, given in e for atoms 1 to 2: atom 1 (C): -0.7645, atom 2 (N): -0.2005

***

(5)
Computed, not measured: an isolated molecule of C22H23N3O4S, with ωB97M-V/def2-TZVPD.

Results
energy above the lowest of the compared OMol25 structures with the same formula, charge and spin = 35.5 kcal per mole
gap between HOMO and LUMO = 9.24 eV
SMILES string = Cc1cc(S(=O)(=O)NCc2ccccc2)ccc1OCC(=O)NCc1ccccn1
highest occupied orbital energy = -8.789 eV

```
53
C22H23N3O4S, DFT ωB97M-V/def2-TZVPD
C -1.05 -2.67 1.17
C -0.57 -1.36 0.64
C -0.25 -0.31 1.47
C 0.18 0.90 0.94
C 0.30 1.08 -0.42
C -0.01 0.03 -1.27
C -0.43 -1.19 -0.75
O -0.72 -2.29 -1.50
C -0.47 -2.25 -2.89
H -0.73 -3.25 -3.26
H -1.12 -1.52 -3.40
C 0.99 -1.93 -3.25
O 1.29 -1.41 -4.30
N 1.87 -2.32 -2.31
H 1.50 -2.72 -1.45
C 3.23 -1.82 -2.25
C 3.34 -0.76 -1.18
N 3.59 0.47 -1.59
C 3.67 1.44 -0.69
C 3.49 1.24 0.67
C 3.22 -0.05 1.10
C 3.15 -1.07 0.17
H 2.96 -2.09 0.48
H 3.07 -0.25 2.15
H 3.54 2.06 1.36
H 3.88 2.42 -1.09
H 3.45 -1.38 -3.22
H 3.91 -2.65 -2.05
H 0.10 0.18 -2.34
H 0.64 2.03 -0.80
S 0.58 2.23 2.06
O 1.05 3.35 1.29
O 1.39 1.72 3.12
N -0.86 2.68 2.77
H -1.14 2.01 3.47
C -1.92 3.13 1.89
C -2.64 2.00 1.20
C -3.24 0.99 1.95
C -3.86 -0.08 1.33
C -3.90 -0.15 -0.05
C -3.32 0.85 -0.81
C -2.70 1.92 -0.19
H -2.25 2.70 -0.78
H -3.36 0.80 -1.88
H -4.38 -0.99 -0.53
H -4.32 -0.85 1.93
H -3.23 1.05 3.03
H -1.43 3.78 1.16
H -2.62 3.73 2.48
H -0.31 -0.42 2.54
H -0.42 -3.49 0.82
H -1.05 -2.67 2.26
H -2.06 -2.87 0.81
```

Atom charges from the Mulliken analysis, given in e for atoms 1 to 2: atom 1 (C): -2.2114, atom 2 (C): 1.0996

***

(6)
Computed, not measured: a structure of composition C21H25FN2O3S, with ωB97M-V/def2-TZVPD.

Results
energy above the lowest of the compared OMol25 structures with the same formula, charge and spin = 490.9 kcal per mole
gap between HOMO and LUMO = 8.31 eV
highest occupied orbital energy = -7.710 eV

```
53
C21H25FN2O3S, DFT ωB97M-V/def2-TZVPD
C -1.34 4.00 3.50
C -0.42 3.04 2.87
C -0.23 1.77 3.29
C 0.69 0.99 2.89
C 1.32 1.51 1.91
C 1.42 2.72 1.42
C 0.56 3.53 2.06
H 0.30 4.65 1.39
H 2.01 3.12 0.45
S 2.69 0.27 1.20
O 2.86 -0.88 1.80
O 4.03 1.13 1.00
N 2.13 -0.13 -0.31
C 2.19 0.74 -1.48
C 2.96 1.92 -1.54
C 3.05 2.79 -2.37
C 1.85 2.70 -3.26
C 1.07 1.70 -3.27
C 1.09 0.71 -2.53
F 0.33 -0.30 -2.43
H 0.18 1.73 -4.10
H 2.05 3.52 -4.15
H 3.77 3.58 -2.57
H 4.03 1.81 -0.74
C 1.47 -1.25 -0.67
C 0.09 -1.21 0.03
O -0.29 -0.02 0.57
N -0.66 -2.20 0.02
C -0.28 -3.56 -0.07
H 0.51 -3.62 -0.76
C -1.50 -4.23 -1.05
H -2.34 -4.54 -0.24
H -1.07 -5.16 -1.47
C -2.29 -3.32 -1.84
C -3.41 -2.56 -1.28
C -2.87 -1.52 -0.58
C -2.16 -1.84 0.62
H -2.22 -2.98 1.30
H -1.89 -1.11 1.41
H -3.68 -0.99 0.01
H -2.44 -0.84 -0.86
H -3.72 -2.19 -2.08
H -3.99 -3.23 -0.73
H -1.53 -2.63 -2.22
H -2.56 -3.85 -2.81
H -0.26 -4.24 0.73
H 1.99 -2.18 0.33
H 1.44 -1.95 -1.34
H 0.85 0.06 3.14
H -0.65 1.63 4.26
H -1.60 3.86 4.45
H -2.32 4.00 2.85
H -1.18 5.04 3.26
```

Atom charges from the Mulliken analysis, given in e for atoms 1 to 2: atom 1 (C): -1.6632, atom 2 (C): 0.6819

***

Number 1: energy -64994.1566 eV, F_max 0.40 eV Å⁻¹. Number 2: energy -140964.0029 eV, F_max 4.18 eV Å⁻¹. Number 3: energy -53073.2329 eV, F_max 2.92 eV Å⁻¹. Number 4: energy -8901.2533 eV, F_max 1.61 eV Å⁻¹. Number 5: energy -46683.1816 eV, F_max 0.91 eV Å⁻¹. Number 6: energy -44837.7934 eV, F_max 17.07 eV Å⁻¹.